1.
A cluster of 3 separate species, C4HN7O4 in total, computed with the ωB97M-V functional and the def2-TZVPD basis.

The geometry in XYZ format:
```
16
Properties=species:S:1:pos:R:3:forces:R:3
C 0.10523 -2.33657 -0.19251 -3.268 -1.632 -0.273
C 0.34383 -1.07571 0.40223 1.344 -2.473 -1.423
C 1.51326 -0.63830 -0.31258 -1.817 -0.463 -1.053
C 1.85076 0.66538 0.27601 2.449 -0.159 -0.721
N 0.85014 -2.44565 -1.30754 -0.526 -0.541 1.110
N 0.11616 -0.20096 1.38650 2.752 1.083 -0.590
N 1.68204 -1.39903 -1.39266 1.048 1.288 0.830
N 0.87209 0.75009 1.41024 -1.261 1.102 1.743
N -0.16441 1.76409 -1.13119 -0.465 -0.301 0.164
N -1.00509 1.76315 -1.86729 1.273 0.677 0.159
N -2.38872 0.96520 1.87634 -0.964 0.948 0.092
O 2.75315 1.42846 0.13072 -1.215 -0.447 0.238
O -1.80443 1.87494 -2.71052 -0.994 -0.274 -0.488
O -2.32307 1.98105 1.28462 0.388 -0.491 -0.025
O -1.65057 0.06187 2.12811 -1.092 -0.503 0.644
H -0.75036 -3.15801 0.01953 2.350 2.186 -0.407
```
Forces are in eV/Å.

Values from the calculation:
orbital gap (spin up / spin down)	0.2371 / 0.2579	hartree
HOMO level (spin up / spin down)	-9.82 / -9.88	eV

---

2.
A structure of composition C4HS6, computed with the ωB97M-V functional and the def2-TZVPD basis.

The geometry in XYZ format:
```
11
Properties=species:S:1:pos:R:3:forces:R:3
C -1.07264 0.18802 0.05682 0.225 0.478 0.246
C -1.15544 -1.22265 -0.05064 -0.117 0.215 -0.246
C -0.05251 1.11012 0.02161 0.077 -0.254 0.012
C 1.25176 0.50114 -0.27477 -0.247 0.082 -1.872
S -0.10495 -2.42112 -0.43948 -0.145 -0.505 0.124
S -0.17012 2.73869 0.37440 -0.086 -0.082 -0.054
S 1.67275 0.08454 -1.82151 -0.064 0.703 0.853
S -2.67014 0.68657 0.53622 -0.828 0.630 0.178
S -2.87273 -1.37114 0.32364 -0.218 -0.794 0.040
S 2.16154 0.06896 1.08895 0.231 0.229 0.570
H 3.01247 -0.36312 0.18477 1.171 -0.701 0.149
```
Forces are in eV/Å.

Values from the calculation:
orbital gap (spin up / spin down)	0.2403 / 0.2403	hartree
HOMO level (spin up / spin down)	-3.86 / -3.86	eV
charge	-1

---

3.
A cluster of 2 separate species, C4N4O in total, computed with the ωB97M-V functional and the def2-TZVPD basis.

The geometry in XYZ format:
```
9
Properties=species:S:1:pos:R:3:forces:R:3
C -1.30330 1.40489 -1.20565 0.851 -0.638 2.601
C 0.10060 -0.46055 -1.35540 -0.794 1.733 3.132
C 1.55151 -1.37570 1.92759 -1.381 1.362 -1.525
C -0.51609 0.45094 -0.39900 0.473 -0.652 -3.152
N -1.80160 2.17659 -1.88101 -0.523 0.524 -0.599
N 0.57112 -1.19027 -2.07248 1.085 -1.742 -1.949
N 2.34670 -2.14842 2.24230 0.408 -0.399 0.324
N -0.24721 0.39381 0.85167 -0.809 -0.321 3.011
O -0.70172 0.74870 1.89198 0.690 0.132 -1.844
```
Forces are in eV/Å.

Values from the calculation:
orbital gap (spin up / spin down)	0.2182 / 0.2181	hartree
HOMO level (spin up / spin down)	-11.22 / -11.22	eV

---

Record order is preserved below.
Largest force on an atom: 3.66 1.89 3.67 eV/A
Record order is preserved below.
DFT total energy: -836.87814 -2542.18670 -446.36166 hartree
Record order is preserved below.
Energy above the lowest of the compared OMol25 structures with the same formula, charge and spin: 0.055 0.000 4.516 eV